(1)
A cluster of 2 separate species, C4H7NO2 in total. Source: OMol25; level of theory: ωB97M-V with the def2-TZVPD basis set.

Last column: Löwdin charge in e.
Positions of all 14 atoms, in Å:
1 C 1.7210 -1.1379 -0.4461  0.068
2 N 1.2072 1.1413 -0.4967  0.195
3 C -0.0018 1.1995 -0.6200  -0.385
4 C -1.1565 1.4526 0.3327  -0.096
5 O -1.5419 0.0929 0.5694  -0.050
6 C -1.0095 -0.6523 -0.4919  -0.310
7 O -0.7197 0.1739 -1.4974  -0.020
8 H 2.2458 -0.7575 -1.3095  0.024
9 H 2.1412 -0.8496 0.5113  0.040
10 H 1.4414 -2.1892 -0.5308  0.035
11 H -1.9785 2.0005 -0.1338  0.127
12 H -0.8452 1.9101 1.2718  0.130
13 H -1.6120 -1.5286 -0.7394  0.159
14 H 0.1046 -1.0395 -0.1772  0.083

* total charge: 0
* lowest unoccupied orbital energy (spin up / spin down): -0.80 / -1.26 eV
* HOMO level (spin up / spin down): -9.44 / -8.51 eV
* orbital gap (spin up / spin down): 8.64 / 7.25 eV



(2)
The molecule C4H7NO2 in a non-equilibrium geometry. Source: OMol25; level of theory: ωB97M-V with the def2-TZVPD basis set.

Last column: Löwdin charge in e.
Positions of all 14 atoms, in Å:
1 C 1.2925 -0.9417 -0.4845  -0.019
2 C 0.4002 -1.8568 -0.0785  -0.286
3 C 0.9418 0.4795 0.0736  -0.434
4 C -1.4440 0.5372 0.3505  -0.100
5 N -0.1660 0.3887 0.9662  0.124
6 O -0.4085 -1.6404 0.9186  -0.019
7 O 2.0489 1.1891 0.6261  -0.058
8 H 2.1744 -1.2187 -0.9974  0.084
9 H 0.5307 -2.7464 -0.6153  0.107
10 H 0.6132 1.1174 -0.7980  0.162
11 H -1.8153 1.4843 0.4402  0.070
12 H -1.3601 0.0700 -0.6838  0.127
13 H -2.1295 0.0348 0.9728  0.078
14 H 2.3392 0.6325 1.4700  0.163

* total charge: 0
* lowest unoccupied orbital energy (spin up / spin down): -1.35 / -1.37 eV
* HOMO level (spin up / spin down): -8.61 / -8.61 eV
* orbital gap (spin up / spin down): 7.26 / 7.24 eV



(3)
A structure of composition C4H7NO2 in a non-equilibrium geometry. Source: OMol25; level of theory: ωB97M-V with the def2-TZVPD basis set.

Last column: Löwdin charge in e.
Positions of all 14 atoms, in Å:
1 C -0.2862 -0.1712 1.4050  -0.160
2 C 0.7294 -0.0645 -2.0094  -0.049
3 N 0.2250 -0.6930 0.1429  -0.070
4 C 1.1457 0.2680 -0.6699  -0.487
5 C -1.5469 0.6449 1.1943  -0.239
6 O 1.6102 1.2429 -0.1491  0.108
7 O -2.3162 0.9080 2.0777  0.062
8 H 0.5495 -1.6515 0.1989  0.130
9 H -0.4879 -0.9721 2.1176  0.130
10 H 0.4612 0.4981 1.8516  0.127
11 H -1.7397 0.9615 0.1480  0.130
12 H 0.9270 0.6854 -2.7673  0.070
13 H 1.0161 -1.0690 -2.3166  0.066
14 H -0.2873 -0.5875 -1.2237  0.184

* total charge: 0
* lowest unoccupied orbital energy: 0.60 eV
* HOMO level: -9.10 eV
* orbital gap: 9.70 eV



Repeat the second record exactly.
The molecule C4H7NO2 in a non-equilibrium geometry. Source: OMol25; level of theory: ωB97M-V with the def2-TZVPD basis set.

Last column: Löwdin charge in e.
Positions of all 14 atoms, in Å:
1 C 1.2925 -0.9417 -0.4845  -0.019
2 C 0.4002 -1.8568 -0.0785  -0.286
3 C 0.9418 0.4795 0.0736  -0.434
4 C -1.4440 0.5372 0.3505  -0.100
5 N -0.1660 0.3887 0.9662  0.124
6 O -0.4085 -1.6404 0.9186  -0.019
7 O 2.0489 1.1891 0.6261  -0.058
8 H 2.1744 -1.2187 -0.9974  0.084
9 H 0.5307 -2.7464 -0.6153  0.107
10 H 0.6132 1.1174 -0.7980  0.162
11 H -1.8153 1.4843 0.4402  0.070
12 H -1.3601 0.0700 -0.6838  0.127
13 H -2.1295 0.0348 0.9728  0.078
14 H 2.3392 0.6325 1.4700  0.163

* total charge: 0
* lowest unoccupied orbital energy (spin up / spin down): -1.35 / -1.37 eV
* HOMO level (spin up / spin down): -8.61 / -8.61 eV
* orbital gap (spin up / spin down): 7.26 / 7.24 eV



Q: What is the total charge in the second record?
A: 0